Entry 1:
Below is a structure of composition C13H26NO4P2Pr in a non-equilibrium geometry, with properties calculated with the ωB97M-V functional and the def2-TZVPD basis.

Structure (XYZ):
```
47
C13H26NO4P2Pr the ωB97M-V functional and the def2-TZVPD basis
Pr 1.222 -0.331 -0.665
P -1.104 0.801 -1.937
C -0.340 2.489 -1.768
C 0.061 2.854 -0.338
N 0.534 1.863 0.470
C 0.731 2.158 1.786
C 0.654 3.463 2.252
C 0.324 4.491 1.387
C 0.017 4.184 0.073
C 0.995 1.053 2.786
P 1.586 -0.548 2.088
H -0.252 4.957 -0.640
H 0.880 3.678 3.292
H 0.299 5.516 1.727
H 1.732 1.397 3.526
H 0.053 0.829 3.318
H 0.576 2.544 -2.398
H -1.077 3.216 -2.155
H 3.930 -0.409 -1.798
O 3.233 0.288 -1.878
H 3.619 1.003 -2.425
H 3.409 -2.868 -0.631
O 3.846 -2.000 -0.630
H 4.750 -2.242 -0.356
C 3.402 -0.286 2.168
H 3.700 -0.216 3.222
H 3.925 -1.127 1.691
H 3.705 0.643 1.658
C 1.226 -1.700 3.435
H 1.442 -2.725 3.090
H 1.843 -1.481 4.318
H 0.161 -1.644 3.711
C -2.809 1.214 -1.443
H -3.252 1.977 -2.103
H -3.436 0.307 -1.496
H -2.847 1.598 -0.413
C -1.325 0.730 -3.755
H -1.797 -0.222 -4.016
H -1.964 1.559 -4.095
H -0.353 0.787 -4.268
C -1.668 -4.058 -1.301
O -1.761 -2.612 -1.063
C -0.677 -1.901 -1.090
O 0.471 -2.468 -1.020
H -0.642 -4.432 -1.265
H -2.106 -4.221 -2.292
H -2.299 -4.486 -0.520
```

Output
* E_tot: -2065.9233 hartree
* spin multiplicity: 3
* HOMO (alpha / beta): -0.4985 / -0.5012 hartree
* charge: +2
* HOMO-LUMO gap (alpha / beta): 7.549 / 7.719 eV
* ΔE to the lowest compared entry with this formula, charge and spin: 0.0000 eV



Entry 2:
Below is the molecule C8H14O2Si in a non-equilibrium geometry, with properties calculated with the ωB97M-V functional and the def2-TZVPD basis.

Structure (XYZ):
```
25
C8H14O2Si the ωB97M-V functional and the def2-TZVPD basis
C 0.529 -0.327 1.074
C -0.179 0.283 0.160
C 2.300 -0.922 -0.423
C 1.257 -0.442 -1.494
C 1.940 1.301 0.110
C 2.048 -0.029 0.749
C 0.847 0.885 -0.847
C -3.014 0.418 -1.824
O -2.879 -1.056 0.721
O -3.084 1.391 0.959
Si -2.461 0.333 -0.062
H 0.172 -0.812 1.861
H 2.388 -2.019 -0.191
H 3.477 -0.700 -0.761
H 1.611 -0.220 -2.596
H 0.491 -1.179 -1.706
H 1.570 1.968 0.975
H 2.852 1.624 -0.356
H 2.584 -0.086 1.709
H 0.429 1.710 -1.529
H -3.028 1.331 -2.449
H -2.398 -0.376 -2.404
H -4.121 0.004 -1.775
H -2.243 -1.784 0.625
H -3.141 1.078 1.856
```

Output
* E_tot: -753.1952 hartree
* HOMO: -0.3248 hartree
* SMILES string: C[Si](O)(O)C1=C[C@H]2CC[C@@H]1C2
* HOMO-LUMO gap: 9.433 eV
* ΔE to the lowest compared entry with this formula, charge and spin: 1.6006 eV



Entry 3:
Below is a structure of composition C2H2CdLiO2 in a non-equilibrium geometry, with properties calculated with the ωB97M-V functional and the def2-TZVPD basis.

Structure (XYZ):
```
8
C2H2CdLiO2 the ωB97M-V functional and the def2-TZVPD basis
C -0.461 -0.516 0.515
C -0.168 0.792 0.094
O 0.782 0.845 -0.874
O -0.034 -1.553 -0.190
H -0.315 1.677 0.733
Cd 1.802 -0.964 0.627
Li -0.166 -0.486 -1.828
H -1.440 0.204 0.923
```

Output
* E_tot: -402.7492 hartree
* HOMO (alpha / beta): -0.5365 / -0.4661 hartree
* charge: +1
* HOMO-LUMO gap (alpha / beta): 8.356 / 5.523 eV
* ΔE to the lowest compared entry with this formula, charge and spin: 0.0000 eV



Entry 4:
Below is the molecule C3H10NOP in a non-equilibrium geometry, with properties calculated with the ωB97M-V functional and the def2-TZVPD basis.

Structure (XYZ):
```
16
C3H10NOP the ωB97M-V functional and the def2-TZVPD basis
C -0.072 1.763 -0.452
C -0.916 -0.546 -1.012
C 0.899 -1.147 1.761
N 0.251 0.284 -0.748
O -0.915 2.406 -1.341
P 1.606 -0.375 0.187
H -0.463 1.674 0.597
H 0.938 2.224 -0.430
H -1.746 2.193 -0.912
H -0.679 -1.661 -1.289
H -1.659 -0.712 -0.128
H -1.279 -0.098 -2.017
H -0.033 -1.802 1.608
H 1.523 -2.077 2.150
H 0.770 -0.452 2.487
H 1.776 -1.674 -0.462
```

Output
* E_tot: -591.5742 hartree
* HOMO: -0.3228 hartree
* SMILES string: CPN(C)CO
* HOMO-LUMO gap: 9.551 eV
* ΔE to the lowest compared entry with this formula, charge and spin: 2.9535 eV



Entry 5:
Below is a structure of composition C4H8BN in a non-equilibrium geometry, with properties calculated with the ωB97M-V functional and the def2-TZVPD basis.

Structure (XYZ):
```
14
C4H8BN the ωB97M-V functional and the def2-TZVPD basis
B 0.597 -2.088 -1.152
C -0.375 -0.259 -1.057
C 0.814 1.539 0.095
C -1.276 0.266 1.128
C -0.315 0.428 0.007
N 0.072 -0.965 -1.928
H 1.687 -2.063 -0.797
H -0.170 -3.059 -1.044
H 0.703 2.324 0.818
H 1.005 1.965 -0.957
H 1.814 1.140 0.342
H -2.212 -0.291 0.921
H -0.893 -0.188 2.078
H -1.450 1.250 1.546
```

Output
* E_tot: -236.7192 hartree
* HOMO: -0.3080 hartree
* HOMO-LUMO gap: 8.921 eV
* ΔE to the lowest compared entry with this formula, charge and spin: 3.1102 eV



Entry 6:
Below is a cluster of 3 separate species, C3H11NO2 in total in a non-equilibrium geometry, with properties calculated with the ωB97M-V functional and the def2-TZVPD basis.

Structure (XYZ):
```
17
C3H11NO2 the ωB97M-V functional and the def2-TZVPD basis
C 2.234 -0.929 -1.351
C 2.198 -0.609 -0.050
N 1.468 0.418 0.497
C 1.157 0.132 1.927
H 1.471 -0.659 -2.067
H 2.922 -1.659 -1.746
H 2.828 -1.117 0.657
H 0.744 0.971 0.034
H 0.068 -0.032 1.970
H 1.669 -0.773 2.365
H 1.424 0.937 2.602
H -1.839 -1.671 1.776
H -2.240 -1.666 3.265
O -2.416 -1.244 2.415
H -4.235 3.054 -3.636
H -3.798 2.543 -4.796
O -3.656 2.303 -3.860
```

Output
* E_tot: -326.0704 hartree
* HOMO: -0.2865 hartree
* SMILES string: C=CNC.O.O
* HOMO-LUMO gap: 8.629 eV
* ΔE to the lowest compared entry with this formula, charge and spin: 1.6611 eV



Entry 7:
Below is a cluster of 9 separate species, C34H90N4O18 in total in a non-equilibrium geometry, with properties calculated with the ωB97M-V functional and the def2-TZVPD basis.

Structure (XYZ):
```
146
C34H90N4O18 the ωB97M-V functional and the def2-TZVPD basis
C 10.198 -5.810 4.592
C 10.249 -7.232 4.067
O 11.046 -8.129 4.859
O 9.543 -5.657 5.827
H 9.690 -5.178 3.863
H 11.225 -5.447 4.568
H 10.411 -7.335 2.994
H 9.233 -7.603 4.204
H 11.071 -7.779 5.753
H 10.005 -6.092 6.547
C 5.955 -5.888 -3.194
C 7.456 -5.793 -3.693
O 7.601 -5.094 -4.868
O 5.183 -6.868 -3.889
H 5.451 -4.921 -3.227
H 6.037 -6.294 -2.186
H 7.976 -6.739 -3.845
H 8.104 -5.247 -3.008
H 7.139 -5.344 -5.672
H 5.355 -6.744 -4.825
C 6.532 4.131 2.984
C 6.632 3.685 4.347
O 5.453 3.128 5.024
O 5.627 5.134 2.721
H 6.213 3.280 2.383
H 7.462 4.579 2.633
H 6.855 4.553 4.968
H 7.526 3.073 4.462
H 5.693 2.939 5.934
H 4.814 4.826 3.130
C 14.826 -11.298 0.553
C 16.229 -11.608 -0.042
O 16.626 -10.530 -0.822
O 14.778 -10.340 1.654
H 14.523 -12.316 0.798
H 14.117 -11.038 -0.233
H 16.202 -12.562 -0.569
H 16.958 -11.831 0.737
H 16.381 -9.798 -0.252
H 13.836 -10.277 1.827
C 14.200 -2.954 -6.956
C 14.338 -4.155 -6.030
O 15.529 -4.164 -5.215
O 13.834 -1.713 -6.358
H 13.437 -3.299 -7.654
H 15.112 -2.880 -7.548
H 14.444 -4.951 -6.768
H 13.459 -4.406 -5.437
H 15.628 -4.965 -4.696
H 12.923 -1.456 -6.515
C 8.118 5.200 12.584
O 9.008 4.562 11.805
C 10.339 5.052 11.939
C 11.280 4.073 11.195
N 10.735 3.460 9.911
C 11.883 2.694 9.198
C 11.293 1.839 8.008
O 10.065 1.216 8.440
C 9.523 0.112 7.720
H 8.289 6.250 12.821
H 8.053 4.739 13.569
H 7.107 4.956 12.260
H 10.727 5.125 12.955
H 10.346 6.090 11.606
H 11.708 3.220 11.720
H 12.126 4.587 10.740
H 10.578 4.268 9.325
H 12.390 1.984 9.851
H 12.491 3.533 8.860
H 11.999 1.030 7.819
H 11.104 2.494 7.158
H 10.302 -0.305 7.082
H 8.783 0.476 7.008
H 9.038 -0.496 8.484
C 12.164 -6.904 -2.000
O 12.399 -5.562 -1.552
C 12.798 -5.443 -0.182
C 12.335 -4.114 0.355
N 10.909 -4.052 0.189
C 10.423 -2.603 0.224
C 10.535 -1.878 1.559
O 11.214 -0.563 1.611
C 10.536 0.444 0.890
H 13.042 -7.548 -2.054
H 11.649 -7.066 -2.947
H 11.474 -7.304 -1.258
H 13.887 -5.444 -0.120
H 12.525 -6.321 0.404
H 12.860 -3.406 -0.286
H 12.588 -3.979 1.406
H 10.680 -4.460 -0.706
H 9.374 -2.803 0.008
H 10.747 -2.092 -0.682
H 11.227 -2.505 2.121
H 9.536 -1.740 1.973
H 10.613 1.358 1.478
H 9.515 0.166 0.629
H 10.999 0.552 -0.091
C 5.732 -0.051 -3.491
O 5.157 -1.179 -4.155
C 4.836 -1.076 -5.584
C 6.126 -0.819 -6.427
N 6.657 -1.987 -7.029
C 5.900 -2.474 -8.238
C 6.449 -3.785 -8.828
O 6.395 -4.890 -7.886
C 6.640 -6.117 -8.512
H 5.726 0.867 -4.079
H 6.747 -0.429 -3.367
H 5.370 0.204 -2.495
H 4.120 -0.255 -5.624
H 4.368 -1.915 -6.100
H 6.833 -0.295 -5.783
H 5.964 -0.085 -7.216
H 6.919 -2.756 -6.429
H 5.782 -1.747 -9.041
H 4.884 -2.670 -7.897
H 7.401 -3.454 -9.243
H 5.777 -3.925 -9.675
H 6.966 -6.948 -7.888
H 7.405 -6.027 -9.283
H 5.680 -6.322 -8.985
C 6.148 -14.858 -1.382
O 7.151 -13.878 -1.088
C 6.721 -12.572 -1.458
C 7.959 -11.571 -1.107
N 9.172 -11.942 -1.808
C 9.046 -11.922 -3.237
C 10.193 -12.434 -3.988
O 10.272 -13.860 -3.988
C 11.391 -14.322 -4.914
H 5.686 -15.090 -0.422
H 6.521 -15.853 -1.627
H 5.474 -14.737 -2.230
H 5.785 -12.299 -0.971
H 6.432 -12.598 -2.509
H 8.212 -11.639 -0.049
H 7.827 -10.516 -1.347
H 9.548 -12.840 -1.540
H 8.883 -10.874 -3.490
H 8.114 -12.425 -3.493
H 11.147 -12.077 -3.601
H 10.177 -12.132 -5.035
H 11.241 -14.155 -5.981
H 11.593 -15.369 -4.688
H 12.419 -13.963 -4.866
```

Output
* E_tot: -2922.2048 hartree
* HOMO: -0.3105 hartree
* SMILES string: COCCNCCOC.COCCNCCOC.COCCNCCOC.COCCNCCOC.OCCO.OCCO.OCCO.OCCO.OCCO
* HOMO-LUMO gap: 8.632 eV
* ΔE to the lowest compared entry with this formula, charge and spin: 7.8609 eV



Entry 8:
Below is a structure of composition C35H18Cl3CoF9NO3P, with properties calculated with the ωB97M-V functional and the def2-TZVPD basis.

Structure (XYZ):
```
71
C35H18Cl3CoF9NO3P the ωB97M-V functional and the def2-TZVPD basis
Co 0.513 0.297 0.110
Cl 6.698 1.064 3.640
C 5.308 0.464 2.872
C 4.389 1.394 2.332
C 3.277 0.911 1.729
Cl 2.089 1.997 1.068
C 2.991 -0.508 1.604
O 1.979 -0.936 1.022
C 3.983 -1.403 2.183
Cl 3.695 -3.069 2.041
C 5.107 -0.918 2.796
H 4.584 2.454 2.414
H 5.839 -1.590 3.220
O -1.144 1.713 0.392
C -1.517 0.905 1.274
N -0.918 -0.303 1.331
C -1.317 -0.953 2.522
O -0.887 -1.994 2.927
C -2.361 -0.069 3.154
C -3.114 -0.242 4.295
C -3.984 0.788 4.644
C -4.080 1.950 3.879
C -3.314 2.119 2.730
C -2.468 1.083 2.389
H -3.028 -1.141 4.890
H -4.598 0.689 5.529
H -4.763 2.730 4.184
H -3.383 3.016 2.131
F 0.696 4.173 -6.825
C -0.360 3.475 -6.373
F -0.879 2.817 -7.422
F -1.277 4.356 -5.951
C 0.055 2.513 -5.283
C -0.488 2.602 -4.015
C -0.085 1.699 -3.036
C 0.854 0.719 -3.334
C 1.395 0.640 -4.620
C 0.997 1.534 -5.590
P 1.314 -0.439 -2.030
C 3.124 -0.407 -1.901
C 3.815 -1.531 -1.456
C 5.160 -1.442 -1.136
C 5.815 -0.224 -1.252
C 5.141 0.897 -1.716
C 3.799 0.804 -2.044
C 7.251 -0.095 -0.814
F 7.316 0.371 0.457
F 7.892 -1.269 -0.832
F 7.933 0.763 -1.580
C 0.836 -2.097 -2.535
C 1.552 -2.831 -3.475
C 1.103 -4.085 -3.855
C -0.056 -4.601 -3.293
C -0.773 -3.876 -2.351
C -0.324 -2.623 -1.969
C -0.529 -5.988 -3.658
F -0.007 -6.405 -4.819
F -1.865 -6.033 -3.769
F -0.176 -6.877 -2.714
H -1.219 3.363 -3.787
H -0.525 1.767 -2.047
H 2.128 -0.120 -4.863
H 1.410 1.478 -6.588
H 3.305 -2.479 -1.339
H 5.695 -2.319 -0.798
H 5.663 1.838 -1.829
H 3.279 1.683 -2.407
H 2.464 -2.439 -3.909
H 1.653 -4.662 -4.585
H -1.670 -4.290 -1.912
H -0.874 -2.068 -1.217
```

Output
* E_tot: -5628.4331 hartree
* spin multiplicity: 5
* HOMO (alpha / beta): -0.4419 / -0.4458 hartree
* charge: +1
* HOMO-LUMO gap (alpha / beta): 9.139 / 6.124 eV
* ΔE to the lowest compared entry with this formula, charge and spin: 0.0000 eV



Entry 9:
Below is a structure of composition C27H44AlBCaCl3F5N5NaO6S2 in a non-equilibrium geometry, with properties calculated with the ωB97M-V functional and the def2-TZVPD basis.

Structure (XYZ):
```
96
C27H44AlBCaCl3F5N5NaO6S2 the ωB97M-V functional and the def2-TZVPD basis
S -4.721 0.388 3.667
C -4.221 -0.743 2.474
S -4.854 -2.543 2.525
C -3.353 -3.663 2.345
C -2.708 -3.907 3.868
C -1.234 -3.193 3.994
N -0.311 -3.814 5.017
C 0.158 -2.741 6.028
C 1.767 -2.503 6.038
C 2.314 -1.357 7.128
C 1.048 -0.715 7.992
C -0.527 -1.083 7.808
N -0.943 -2.103 6.802
N -3.250 -0.414 1.360
C -1.749 -0.613 1.425
C -0.990 -0.206 0.028
N -2.137 0.267 -0.841
C -3.447 0.132 -0.038
H -2.557 -3.290 1.567
H -3.747 -4.715 1.951
H -2.714 -5.053 4.140
H -3.439 -3.322 4.606
H -0.716 -3.301 2.926
H -1.382 -2.032 4.173
H 2.537 -3.094 5.353
H 3.437 -1.060 7.258
H 1.313 0.100 8.818
H -1.323 -0.522 8.468
H -1.045 -0.998 2.280
H 0.160 -0.306 -0.172
H -4.513 0.410 -0.457
Na 1.436 -0.159 5.253
F -4.429 2.508 5.392
C 5.818 0.839 2.648
Cl 4.803 2.162 2.052
Cl 7.420 1.442 3.109
Cl 5.042 0.028 4.019
H 5.943 0.110 1.843
Ca 2.797 -3.285 3.606
B -7.507 2.048 1.712
F -7.147 3.294 2.368
F -8.693 2.254 0.897
F -6.408 1.611 0.866
F -7.779 1.032 2.716
C 0.865 -3.665 -1.767
C 2.075 -2.762 -1.946
C 1.919 -1.770 -3.102
C 1.771 -2.404 -4.490
C 2.915 -3.330 -4.907
C 4.253 -2.615 -5.013
H 0.691 -4.289 -2.649
H 1.017 -4.334 -0.914
H -0.037 -3.074 -1.578
H 2.974 -3.373 -2.083
H 2.227 -2.195 -1.019
H 2.781 -1.091 -3.101
H 1.042 -1.140 -2.914
H 1.677 -1.599 -5.230
H 0.830 -2.965 -4.536
H 2.674 -3.759 -5.890
H 3.003 -4.174 -4.218
H 4.202 -1.799 -5.739
H 5.027 -3.314 -5.345
H 4.569 -2.205 -4.050
Al 2.871 -1.001 0.862
C 2.855 3.118 -3.428
C 3.459 2.565 -2.126
C 3.854 3.737 -1.212
O 4.560 1.905 -2.439
H 3.555 3.762 -3.976
H 2.544 2.310 -4.102
H 1.965 3.720 -3.208
H 2.638 2.046 -1.611
H 4.592 4.403 -1.678
H 4.275 3.382 -0.263
H 2.974 4.345 -0.971
C -7.005 2.630 -2.033
C -7.642 3.804 -2.762
C -7.237 3.906 -4.201
O -7.378 5.288 -4.464
C -7.141 5.922 -3.275
O -6.922 7.114 -3.162
O -7.177 5.039 -2.233
H -6.470 1.966 -2.719
H -6.312 2.958 -1.253
H -7.781 2.021 -1.556
H -8.732 3.779 -2.648
H -7.880 3.314 -4.859
H -6.191 3.629 -4.381
C 7.907 2.076 -3.171
N 9.129 1.352 -2.728
O 9.982 1.103 -3.588
O 9.197 1.055 -1.530
H 7.981 2.272 -4.243
H 7.048 1.436 -2.955
H 7.856 3.011 -2.610
```

Output
* E_tot: -5562.3020 hartree
* HOMO: -0.4576 hartree
* charge: +2
* HOMO-LUMO gap: 1.639 eV
* ΔE to the lowest compared entry with this formula, charge and spin: 14.4274 eV



The highest ΔE to the lowest compared entry with this formula, charge and spin belongs to which entry? C27H44AlBCaCl3F5N5NaO6S2



What is the E_tot in the fourth record? -591.5742 hartree